Run one
{"formula": "C9H16N2O6", "method": "the ωB97M-V functional and the def2-TZVPD basis", "elements": ["C", "O", "C", "C", "C", "C", "C", "C", "N", "O", "C", "O", "O", "C", "O", "N", "O", "H", "H", "H", "H", "H", "H", "H", "H", "H", "H", "H", "H", "H", "H", "H", "H"], "positions_angstrom": [[4.1842, -0.0070, -0.6232], [3.4648, 1.0066, 0.0425], [2.1128, 0.6272, 0.2982], [1.2775, 1.8712, 0.2384], [-0.2222, 1.6544, 0.5015], [-0.8146, 0.3607, -0.0839], [-0.9448, -0.7356, 0.9951], [-0.3307, -2.1007, 0.6319], [-0.9692, -3.2263, 1.3081], [-0.2915, -0.0833, -1.3231], [-1.3203, -0.6069, -2.0727], [-1.1762, -1.1226, -3.1652], [-2.4885, -0.4522, -1.3925], [-2.2003, 0.7166, -0.5984], [-3.1380, 1.0560, 0.3300], [-4.4908, 1.1325, -0.2771], [-4.6047, 2.0609, -0.9388], [3.9131, -0.0803, -1.6716], [4.0409, -0.9619, -0.1247], [5.2323, 0.2401, -0.5518], [1.8232, -0.1104, -0.4407], [2.0800, 0.1612, 1.2823], [1.4423, 2.4128, -0.6789], [1.6464, 2.5228, 1.0215], [-0.7412, 2.4904, 0.0513], [-0.4059, 1.7199, 1.5603], [-1.9915, -0.8719, 1.2325], [-0.4648, -0.4056, 1.9025], [0.6969, -2.0887, 0.9616], [-0.3923, -2.2992, -0.4260], [-1.9404, -3.2817, 1.0368], [-0.9503, -3.1048, 2.3099], [-2.0361, 1.5056, -1.3355]], "homo_lumo_gap_ev": 8.45, "smiles": "COCCC[C@]1(CCN)OC(=O)O[C@H]1ON=O", "e_homo_ev": -9.5, "lumo_energy_ev": -1.040}

***

Run two
{"formula": "C9H16N2O6", "method": "the ωB97M-V functional and the def2-TZVPD basis", "elements": ["C", "C", "C", "C", "C", "C", "C", "C", "C", "H", "H", "H", "H", "H", "H", "H", "H", "H", "H", "H", "H", "H", "H", "H", "H", "N", "N", "O", "O", "O", "O", "O", "O"], "positions_angstrom": [[-2.9108, 0.4910, 0.2568], [-1.4934, 0.7747, 0.1222], [-3.2463, -1.0474, 0.1813], [-2.6017, -1.5911, -1.1837], [0.5782, -0.0388, 0.5252], [1.1687, 1.3082, 0.2368], [0.9599, -0.8087, -0.5560], [2.3898, -1.6879, -0.3887], [3.5919, -0.7477, -0.1881], [-2.7889, 1.0786, -1.6697], [-3.8115, 2.0819, -0.7307], [-3.2523, 0.9974, 1.2234], [-4.3445, -1.2886, -0.1071], [-2.4372, -2.9511, 0.4633], [-2.7296, -0.6444, -1.9316], [-1.4400, -1.6208, -1.0216], [-3.1683, -2.5213, -1.4197], [-1.1549, -0.6200, 1.5030], [1.1589, -0.4797, 1.3941], [0.1338, -1.4105, -0.9467], [1.1630, -0.2874, -1.4797], [2.1786, -2.6535, 0.2510], [2.7230, -2.0286, -1.4895], [4.5137, 0.0776, 1.2510], [-0.1953, 1.8932, 1.3815], [-3.6036, 1.1300, -0.9120], [-0.7602, 0.0665, 0.9237], [-1.1264, 1.5517, -0.8056], [-2.8876, -1.8027, 1.4231], [2.1710, 1.5749, -0.4763], [4.3254, -0.3255, -1.0240], [3.7241, -0.5467, 1.1388], [0.4661, 2.3092, 0.8957]], "homo_lumo_gap_ev": 8.51, "e_homo_ev": -9.8, "lumo_energy_ev": -1.342}

***

Stability ranking, top and bottom: run one is the most stable and run two is the least stable.

***

Run one
{"formula": "C7H10OS", "method": "the ωB97M-V functional and the def2-TZVPD basis", "elements": ["C", "S", "C", "C", "C", "C", "C", "C", "O", "H", "H", "H", "H", "H", "H", "H", "H", "H", "H"], "positions_angstrom": [[1.7928, -2.1138, 0.4561], [1.7009, -0.5342, -0.4202], [0.3195, 0.8096, -0.1471], [1.0216, 2.0682, 0.0455], [-0.5626, 0.4826, 0.9626], [-1.7577, -0.1268, 0.8236], [-2.1799, -0.3847, -0.5623], [-1.4904, 0.0810, -1.5826], [-0.3338, 0.7340, -1.4768], [0.8902, -2.2635, 0.9791], [2.7246, -2.2174, 0.9695], [1.6822, -2.8697, -0.3144], [1.3439, 2.4608, -0.8596], [1.7886, 1.9025, 0.7591], [0.3555, 2.8581, 0.3361], [-0.0701, 0.7114, 1.9552], [-2.4633, -0.4699, 1.5286], [-3.1406, -0.9910, -0.8602], [-1.6213, -0.1371, -2.5923]], "homo_lumo_gap_ev": 8.82, "smiles": "CS[C@]1(C)C=CC=CO1", "e_homo_ev": -8.0, "lumo_energy_ev": 0.868}

***

Run two
{"formula": "C7H10OS", "method": "the ωB97M-V functional and the def2-TZVPD basis", "elements": ["O", "S", "C", "C", "C", "C", "H", "H", "H", "H", "C", "C", "C", "H", "H", "H", "H", "H", "H"], "positions_angstrom": [[-2.4757, 0.6380, -2.0434], [-1.4887, 1.5112, -1.0638], [-1.0941, 0.0897, -0.0210], [-1.6891, 0.3291, 1.1653], [-2.5232, 1.5102, 1.2752], [-2.6110, 2.2130, 0.1371], [-2.3672, -0.3030, -1.8240], [-1.6307, -0.3746, 1.9802], [-3.0881, 1.7370, 2.1663], [-3.1094, 3.1380, -0.0663], [3.6088, -0.5791, -0.6614], [2.4022, -0.6319, -0.1306], [1.6338, -1.8819, 0.1226], [4.1201, 0.3563, -0.8191], [4.1402, -1.4680, -0.9580], [1.8910, 0.2791, 0.1548], [2.1834, -2.7561, -0.2171], [0.6715, -1.8291, -0.3852], [1.4261, -1.9781, 1.1884]], "homo_lumo_gap_ev": [7.98, 7.98], "smiles": "OS1#CC=CC=1.C=CC", "e_homo_ev": [-8.6, -8.6], "lumo_energy_ev": [-0.671, -0.671]}

***

Stability ranking, top and bottom: run one is the most stable and run two is the least stable.

***

Run one
{"formula": "C4H6N3O2", "method": "the ωB97M-V functional and the def2-TZVPD basis", "elements": ["C", "O", "N", "O", "C", "C", "N", "N", "C", "H", "H", "H", "H", "H", "H"], "positions_angstrom": [[-2.3383, -0.1291, 0.0450], [-0.9683, -0.1842, -0.0042], [-0.1514, 0.7375, -0.0230], [-0.4709, 1.9930, -0.0236], [1.1301, 0.4106, -0.0169], [2.2870, 1.2894, 0.0345], [3.3795, 0.5995, 0.0901], [3.0595, -0.6535, -0.0789], [1.7623, -0.8630, -0.1358], [-2.5761, -0.2903, 1.1247], [-2.9187, -0.7342, -0.6492], [-2.7391, 0.9136, -0.1441], [2.3828, 2.3449, 0.3983], [3.9213, -1.3177, 0.1092], [1.2373, -1.8307, -0.0831]], "homo_lumo_gap_ev": [8.70, 8.70], "smiles": "CO[N+](=O)c1cn[nH]c1", "e_homo_ev": [-15.1, -15.1], "lumo_energy_ev": [-6.447, -6.449], "charge": 1}

***

Run two
{"formula": "C4H6N3O2", "method": "the ωB97M-V functional and the def2-TZVPD basis", "elements": ["C", "C", "C", "C", "N", "N", "N", "O", "O", "H", "H", "H", "H", "H", "H"], "positions_angstrom": [[-0.8061, -0.1155, 2.0948], [0.2173, -0.0102, 0.1278], [-1.0461, 1.8537, -2.5916], [0.2177, -1.1135, 2.0561], [-0.9853, 0.4221, 0.9160], [-0.1364, 1.2959, -2.9955], [0.7652, -1.1333, 0.8072], [0.8771, 0.4417, -0.7644], [0.3263, 0.4138, -3.6086], [-1.4199, -0.2210, 3.0630], [-1.6757, 2.0640, -1.6616], [0.8322, -1.0083, 2.9179], [-0.3506, -2.0351, 2.2382], [1.3053, 0.4108, -3.3372], [1.8789, -1.2651, 0.7380]], "homo_lumo_gap_ev": 8.75, "e_homo_ev": -13.6, "lumo_energy_ev": -4.807, "charge": 1}

***

Stability ranking, top and bottom: run one is the most stable and run two is the least stable.

***

Run one
{"formula": "C7H13N", "method": "the ωB97M-V functional and the def2-TZVPD basis", "elements": ["C", "C", "C", "C", "C", "N", "C", "C", "H", "H", "H", "H", "H", "H", "H", "H", "H", "H", "H", "H", "H"], "positions_angstrom": [[2.7217, 0.8516, -0.9955], [2.0173, -0.1290, -0.4335], [0.6996, -0.7226, -0.8489], [-0.3741, -0.3910, 0.2050], [-0.5696, -1.2038, 1.2578], [-1.7240, -1.1195, 2.0405], [-1.3899, 0.5822, -0.2896], [-0.9546, 1.9035, -0.9591], [3.5759, 1.2599, -0.4785], [2.5001, 1.1851, -2.0007], [2.2733, -0.5129, 0.5516], [0.8549, -1.8009, -0.9421], [0.3316, -0.3335, -1.7960], [0.2436, -1.8662, 1.5335], [-2.5985, -1.3976, 1.6277], [-1.6239, -1.3969, 2.9976], [-2.0645, 0.0436, -0.9659], [-1.9772, 0.9169, 0.5775], [-1.0064, 1.8315, -2.0479], [0.0906, 2.1199, -0.7228], [-1.5432, 2.7668, -0.6607]], "homo_lumo_gap_ev": 9.09, "smiles": "C=CC/C(=C/N)CC", "e_homo_ev": -8.1, "lumo_energy_ev": 1.015}

***

Run two
{"formula": "C7H13N", "method": "the ωB97M-V functional and the def2-TZVPD basis", "elements": ["C", "C", "C", "C", "C", "C", "N", "C", "H", "H", "H", "H", "H", "H", "H", "H", "H", "H", "H", "H", "H"], "positions_angstrom": [[-2.6419, 0.3199, -0.2316], [-1.2149, -0.0219, 0.1118], [-0.0376, 0.6421, -0.0248], [0.3110, 2.0546, -0.4268], [0.8243, -0.5541, 0.2721], [1.4618, -1.2719, -0.9015], [1.7380, -0.3381, 1.3680], [-0.6099, -1.2284, 0.7727], [-2.6931, 0.8607, -1.1815], [-3.0371, 1.0227, 0.5100], [-3.2767, -0.5685, -0.2485], [0.9625, 2.0347, -1.3066], [-0.5750, 2.6565, -0.6361], [0.9206, 2.5319, 0.3484], [1.8562, -2.2490, -0.6026], [2.2917, -0.6867, -1.3145], [0.7335, -1.4467, -1.6991], [1.9598, 0.6275, 1.5870], [2.5677, -0.9229, 1.3719], [-0.6634, -1.2534, 1.8655], [-0.8775, -2.2091, 0.3664]], "homo_lumo_gap_ev": 9.35, "smiles": "CC1=C(C)[C@@](C)(N)C1", "e_homo_ev": -8.4, "lumo_energy_ev": 0.987}

***

Stability ranking, top and bottom: run two is the most stable and run one is the least stable.